{"formula": "C4H8N4O", "method": "wB97M-V/def2-TZVPD", "species": ["C", "C", "C", "N", "N", "N", "C", "N", "O", "H", "H", "H", "H", "H", "H", "H", "H"], "xyz": [[0.56614, 1.08687, -0.59806], [-0.81838, 0.51559, -0.50812], [0.58340, -0.16718, 0.85267], [-0.21017, -1.22885, -1.91741], [-1.79444, 1.27211, 0.12381], [0.98619, -1.44509, 0.72066], [0.79043, 0.69777, 1.86074], [-1.19634, -0.33544, -1.42515], [1.48903, 1.11141, -1.32946], [-0.65386, -1.72164, -2.68295], [0.58151, -0.71760, -2.32913], [-1.46300, 1.98014, 0.75879], [-2.55221, 0.71589, 0.49093], [1.22568, -1.98789, 1.53934], [0.70985, -1.92094, -0.12856], [0.28794, 1.65561, 1.89033], [1.46821, 0.48923, 2.68159]], "atomic_forces_ev_per_a": [[-0.297, -2.205, 0.003], [-0.592, 1.328, -0.918], [0.500, 0.464, -0.499], [0.273, 0.108, -0.113], [0.052, -0.017, 0.102], [0.111, -0.122, 0.018], [-0.041, -0.062, -0.064], [0.383, 0.075, 0.911], [-0.216, 0.418, 0.637], [0.023, 0.019, 0.063], [-0.139, 0.015, -0.010], [-0.030, -0.092, -0.051], [0.054, -0.011, -0.011], [-0.023, 0.074, -0.131], [0.008, -0.015, 0.093], [0.006, 0.063, -0.118], [-0.071, -0.040, 0.087]], "mulliken_charge": [0.45, 0.24, 0.68, -0.45, -0.48, -0.43, -1.00, -0.54, -0.43, 0.26, 0.18, 0.26, 0.27, 0.23, 0.31, 0.13, 0.32], "fmax_ha_per_bohr": 0.0433, "total_energy_ev": -12280.344, "lumo_energy_ha": [-0.012, -0.012], "e_above_lowest_kcal_mol": 140.5, "mol_weight_da": 128.1, "orbital_gap_ev": [7.0, 7.0]}

---

{"formula": "C4H8N4O", "method": "wB97M-V/def2-TZVPD", "species": ["C", "C", "N", "C", "C", "N", "N", "H", "H", "H", "H", "H", "N", "O", "H", "H", "H"], "xyz": [[-0.22765, -2.33353, 1.03219], [-0.81100, -1.19097, 0.69537], [-0.17723, 0.05703, 0.75278], [-0.82659, 1.29638, 0.87240], [0.17752, 2.18353, 0.94654], [1.39453, 1.52869, 0.79130], [1.10890, 0.28046, 0.59926], [-0.68694, -3.17027, 0.77740], [0.80535, -2.39782, 1.51616], [-1.76805, -1.00063, 0.10336], [-1.82233, 1.33737, 1.06173], [0.07221, 3.22163, 1.11570], [0.56063, 0.05913, -2.11929], [-0.72399, -0.24055, -1.97425], [1.01353, -0.57183, -2.73993], [0.82381, 0.99748, -2.40356], [1.08732, -0.05610, -1.02717]], "atomic_forces_ev_per_a": [[3.051, 3.669, 1.448], [-0.946, 0.203, -1.691], [-1.313, 2.892, 0.241], [2.876, -2.509, 0.302], [1.077, -0.350, -0.042], [-1.463, 0.624, -0.572], [1.335, -0.904, 1.002], [-1.998, -3.767, -0.780], [-1.672, 0.308, -0.817], [1.242, -1.108, 1.135], [-2.662, 0.239, 0.221], [0.298, 0.772, 0.069], [2.071, -0.460, 4.188], [-1.460, 0.266, -0.292], [0.746, -0.802, -0.808], [-0.387, 0.640, -0.253], [-0.793, 0.287, -3.353]], "mulliken_charge": [-0.87, 0.21, 0.44, -0.08, -0.53, -0.53, -0.45, 0.36, 0.25, 0.28, 0.44, 0.47, -0.23, -0.65, 0.27, 0.28, 0.35], "fmax_ha_per_bohr": 0.0970, "smiles": "C=Cn1ccnn1.[NH3+][O-]", "total_energy_ev": -12280.186, "lumo_energy_ha": 0.023, "e_above_lowest_kcal_mol": 144.2, "mol_weight_da": 128.1, "orbital_gap_ev": 8.8}

---

{"formula": "C4H8N4O2", "method": "wB97M-V/def2-TZVPD", "species": ["C", "C", "C", "C", "N", "N", "N", "N", "O", "O", "H", "H", "H", "H", "H", "H", "H", "H"], "xyz": [[2.13568, -0.36642, -0.02033], [-1.29015, -1.03800, 0.17925], [0.66747, 1.71224, 0.14467], [-0.78794, 1.46675, 0.21205], [1.24958, 0.45218, 0.57743], [-0.86968, 0.14012, 0.81893], [1.89539, -1.62960, -0.07236], [-2.52292, -0.91164, -0.43325], [3.12078, 0.32214, -0.38984], [-0.71844, -2.10114, 0.28928], [1.17159, 2.01267, -0.76293], [1.02457, 2.35504, 0.89614], [-1.34290, 2.17849, 0.84106], [-1.17991, 1.33258, -0.90391], [0.92857, -1.76891, 0.14824], [2.63056, -2.30166, -0.52752], [-3.07062, -0.12304, -0.15377], [-3.04162, -1.73181, -0.84316]], "atomic_forces_ev_per_a": [[2.179, 3.674, -1.373], [-1.350, 0.917, 0.279], [2.193, -0.406, -0.072], [-1.807, -1.137, -3.022], [-2.682, -1.048, 1.826], [1.572, -0.892, 0.384], [2.750, -2.848, -1.422], [-0.279, -0.975, -0.658], [-0.442, -1.101, 0.120], [0.284, -0.311, -0.239], [-0.493, 0.252, -0.687], [0.058, 1.485, 0.907], [0.051, -0.099, -0.605], [0.244, 0.928, 2.207], [-0.796, -1.781, 0.126], [-2.403, 1.861, 1.375], [-0.296, 0.188, -0.147], [1.218, 1.293, 0.999]], "mulliken_charge": [0.54, 0.58, -0.53, -0.26, -0.29, -0.32, -0.31, -0.41, -0.64, -0.70, 0.34, 0.24, 0.35, 0.28, 0.40, 0.26, 0.22, 0.25], "fmax_ha_per_bohr": 0.0873, "total_energy_ev": -14329.557, "lumo_energy_ha": [-0.028, -0.041], "e_above_lowest_kcal_mol": 81.7, "mol_weight_da": 144.1, "orbital_gap_ev": [8.6, 8.4]}

---

{"formula": "C4H8N4O2", "method": "wB97M-V/def2-TZVPD", "species": ["N", "C", "O", "C", "N", "O", "H", "H", "H", "H", "N", "C", "C", "N", "H", "H", "H", "H"], "xyz": [[-0.01967, -1.29066, 1.61717], [-0.18486, -1.10543, 0.26506], [-0.04621, -2.01954, -0.55669], [-1.42670, -0.06221, 0.03078], [-1.95348, -0.22301, -1.19174], [-1.83575, 0.69696, 0.89609], [-0.44331, -0.59881, 2.21884], [0.25139, -2.20795, 1.93435], [-1.53468, -0.93101, -1.77760], [-2.76709, 0.29537, -1.47909], [0.33738, 2.48280, 0.28733], [0.75855, 1.37161, -0.31204], [1.35938, 0.27745, -0.39905], [2.38033, -0.47590, -0.84038], [-0.02248, 3.19813, -0.33402], [-0.26089, 2.33058, 1.09647], [2.11656, -1.44044, -1.01644], [3.29152, -0.29792, -0.43903]], "atomic_forces_ev_per_a": [[0.585, 0.535, -0.725], [-3.932, -0.917, 0.495], [0.844, 0.575, 0.097], [0.981, -0.857, -0.028], [0.146, -0.030, 0.136], [0.244, -0.221, -0.033], [0.080, -0.297, 0.055], [0.060, 0.273, 0.053], [-0.077, 0.059, 0.017], [0.119, -0.035, 0.058], [-0.874, 0.476, -0.017], [2.607, -1.584, 0.360], [-0.473, 2.854, -0.806], [-0.368, -0.526, 0.216], [-0.164, -0.190, 0.151], [0.146, 0.137, -0.076], [0.264, -0.071, 0.158], [-0.188, -0.183, -0.111]], "mulliken_charge": [-0.42, 0.72, -0.72, 0.28, -0.35, -0.69, 0.22, 0.23, 0.22, 0.25, -0.51, 0.08, 0.08, -0.47, 0.26, 0.30, 0.29, 0.22], "fmax_ha_per_bohr": 0.0791, "smiles": "NC(=O)C(N)=O.NC#CN", "total_energy_ev": -14331.151, "lumo_energy_ha": 0.030, "e_above_lowest_kcal_mol": 45.0, "mol_weight_da": 144.1, "orbital_gap_ev": 9.1}